Record 1
A single CH2INO2 molecule, computed with wB97M-V/def2-TZVPD.

Properties
Relative energy (zero: lowest compared OMol25 entry of this formula, charge and spin) = 79.90 kcal/mol
Strongest force on any atom = 0.0754 Eh/bohr
SMILES string = O=[N+]([O-])CI
Net charge = 0

CARTESIAN COORDINATES (ANGSTROEM)
1 C 0.479 -0.129 -0.438
2 N -0.746 0.581 0.475
3 O -1.001 1.685 0.077
4 O -1.289 -0.073 1.293
5 I 0.951 -1.977 0.508
6 H 0.092 -0.476 -1.340
7 H 1.514 0.390 -0.576

Record 2
2 unconnected molecules or ions with the total composition C4H6N2O, computed with wB97M-V/def2-TZVPD.

Properties
Relative energy (zero: lowest compared OMol25 entry of this formula, charge and spin) = 117.17 kcal/mol
Strongest force on any atom = 0.0201 Eh/bohr
Net charge = 0

CARTESIAN COORDINATES (ANGSTROEM)
1 C 2.237 0.013 -0.303
2 C 1.250 -0.905 -0.863
3 N 0.450 -1.632 -1.284
4 C -0.861 0.589 -0.720
5 C -1.388 0.331 0.620
6 O -2.725 0.416 0.878
7 N -0.540 0.045 1.529
8 H 3.196 -0.486 -0.152
9 H 1.831 0.359 0.652
10 H 2.363 0.869 -0.972
11 H -1.459 0.027 -1.457
12 H -3.237 0.458 0.057
13 H -1.017 -0.320 2.354

Record 3
A molecular structure, C3H2FKLiO3, computed with wB97M-V/def2-TZVPD.

Properties
Relative energy (zero: lowest compared OMol25 entry of this formula, charge and spin) = 0.00 kcal/mol
Strongest force on any atom = 0.0294 Eh/bohr
Net charge = 0
Multiplicity = 2

CARTESIAN COORDINATES (ANGSTROEM)
1 O -1.661 1.464 0.006
2 C -1.363 0.310 -0.190
3 C 2.246 0.398 0.055
4 O -2.079 -0.732 -0.282
5 O -0.022 -0.109 -0.135
6 C 0.984 0.801 -0.025
7 Li -3.644 -1.423 0.407
8 F 2.552 -0.910 0.101
9 H 3.103 1.067 0.025
10 H 0.701 1.850 0.033
11 K -0.817 -2.716 0.006

Record 4
7 unconnected molecules or ions with the total composition C9H32N10O9, computed with wB97M-V/def2-TZVPD.

Properties
Relative energy (zero: lowest compared OMol25 entry of this formula, charge and spin) = 0.02 kcal/mol
Strongest force on any atom = 0.0284 Eh/bohr
SMILES string = NC(N)=O.NC(N)=O.NC(N)=O.NC(N)=O.NC(N)=O.OCCO.OCCO
Net charge = 0

CARTESIAN COORDINATES (ANGSTROEM)
1 C 0.537 0.468 0.970
2 C 1.598 -0.608 0.944
3 O 2.043 -0.815 -0.403
4 O -0.675 -0.050 0.422
5 H 0.873 1.342 0.405
6 H 0.417 0.809 2.006
7 H 1.069 -1.506 1.283
8 H 2.451 -0.390 1.580
9 H 1.306 -0.571 -0.985
10 H -1.286 0.692 0.524
11 C -0.866 0.247 -3.391
12 C -0.564 1.349 -4.404
13 O -0.835 2.641 -3.901
14 O -0.162 0.468 -2.201
15 H -0.507 -0.698 -3.809
16 H -1.954 0.134 -3.282
17 H -1.133 1.200 -5.332
18 H 0.484 1.261 -4.687
19 H -1.770 2.677 -3.681
20 H -0.603 1.084 -1.603
21 C -1.423 -3.719 0.210
22 O -1.605 -4.869 -0.130
23 N -1.064 -3.321 1.462
24 N -1.655 -2.657 -0.651
25 H -0.994 -2.335 1.632
26 H -0.973 -4.057 2.136
27 H -1.205 -1.765 -0.503
28 H -1.829 -2.921 -1.605
29 C -2.611 2.626 0.196
30 O -1.635 2.445 -0.532
31 N -2.492 3.188 1.429
32 N -3.853 2.184 -0.119
33 H -1.614 3.650 1.591
34 H -3.250 3.335 2.067
35 H -4.666 2.392 0.434
36 H -4.056 1.765 -1.008
37 C 5.850 -2.104 0.214
38 O 7.039 -1.815 0.144
39 N 5.385 -3.016 1.119
40 N 4.910 -1.454 -0.526
41 H 6.076 -3.496 1.663
42 H 4.455 -3.391 1.085
43 H 5.196 -0.761 -1.188
44 H 3.936 -1.685 -0.415
45 C -4.798 -0.823 0.265
46 O -5.937 -0.477 0.531
47 N -3.817 -0.866 1.212
48 N -4.389 -1.164 -0.997
49 H -2.855 -1.086 1.019
50 H -4.073 -0.672 2.162
51 H -3.615 -1.802 -1.078
52 H -5.110 -1.189 -1.695
53 C 2.946 2.550 2.859
54 O 2.074 2.450 3.697
55 N 4.201 1.984 2.986
56 N 2.738 3.101 1.629
57 H 4.175 1.158 3.559
58 H 4.842 2.007 2.213
59 H 1.828 3.510 1.509
60 H 3.448 3.366 0.971

Record 5
A molecular structure, C4H9NO4, computed with wB97M-V/def2-TZVPD.

Properties
Relative energy (zero: lowest compared OMol25 entry of this formula, charge and spin) = 142.97 kcal/mol
Strongest force on any atom = 0.0700 Eh/bohr
Net charge = 0

CARTESIAN COORDINATES (ANGSTROEM)
1 C -0.761 0.823 -0.511
2 C 1.659 0.369 -1.902
3 C -0.314 0.000 2.353
4 N -0.607 -0.780 1.173
5 C -0.195 -0.526 -0.174
6 O 1.039 0.674 -0.657
7 O -0.608 -2.157 1.475
8 O -1.764 0.830 -1.372
9 O -0.117 -1.527 -0.910
10 H -0.340 -2.538 0.605
11 H -2.035 1.735 -1.586
12 H -0.729 1.662 0.190
13 H 2.742 0.452 -1.784
14 H 1.458 -0.657 -2.216
15 H 1.313 1.065 -2.671
16 H -1.212 0.006 2.974
17 H -0.050 1.031 2.125
18 H 0.521 -0.460 2.887

Record 6
A molecular structure, C30H32IN4PdSeSi, computed with wB97M-V/def2-TZVPD.

Properties
Relative energy (zero: lowest compared OMol25 entry of this formula, charge and spin) = 82.13 kcal/mol
Strongest force on any atom = 0.0741 Eh/bohr
Net charge = +3

CARTESIAN COORDINATES (ANGSTROEM)
1 Pd -1.195 0.723 0.847
2 C -0.968 -1.203 0.266
3 Si 0.174 -1.354 -1.183
4 C 1.978 -0.825 -0.662
5 N 1.984 0.441 -0.021
6 C 2.631 0.574 1.268
7 C 4.160 0.693 1.002
8 C 4.440 1.488 -0.279
9 C 3.292 2.449 -0.570
10 C 1.995 1.655 -0.837
11 C -0.293 -0.357 -2.633
12 C 0.526 -0.311 -3.775
13 C 0.160 0.433 -4.883
14 C -1.038 1.143 -4.875
15 C -1.859 1.117 -3.758
16 C -1.491 0.368 -2.647
17 C 0.368 -3.201 -1.654
18 C 0.998 -4.152 -0.801
19 C 0.904 -5.483 -1.064
20 C 0.228 -5.932 -2.262
21 C -0.393 -5.012 -3.136
22 C -0.288 -3.683 -2.865
23 H -0.574 -1.778 1.110
24 H -1.992 -1.536 0.078
25 H 2.544 -0.765 -1.598
26 H 2.406 -1.580 -0.002
27 H 2.384 -0.280 1.898
28 H 2.259 1.482 1.740
29 H 4.600 -0.302 0.954
30 H 4.580 1.192 1.877
31 H 4.580 0.814 -1.128
32 H 5.371 2.042 -0.176
33 H 3.486 3.063 -1.449
34 H 3.153 3.130 0.272
35 H 1.892 1.360 -1.880
36 H 1.116 2.257 -0.574
37 H 1.464 -0.860 -3.807
38 H 0.800 0.465 -5.754
39 H -1.335 1.706 -5.750
40 H -2.791 1.667 -3.760
41 H -2.157 0.341 -1.791
42 H 1.517 -3.824 0.091
43 H 1.326 -6.224 -0.398
44 H 0.239 -6.987 -2.506
45 H -0.908 -5.372 -4.016
46 H -0.708 -2.952 -3.546
47 Se 0.221 1.646 3.905
48 N -0.876 0.608 2.916
49 C -1.409 -0.305 3.716
50 C -2.355 -1.316 3.352
51 C -2.808 -2.148 4.314
52 C -2.366 -2.070 5.691
53 C -1.479 -1.138 6.084
54 C -0.976 -0.212 5.098
55 N -0.118 0.741 5.384
56 H -2.709 -1.390 2.333
57 H -3.538 -2.905 4.058
58 H -2.767 -2.774 6.406
59 H -1.131 -1.055 7.103
60 I -4.159 1.149 0.349
61 C -3.071 2.931 0.359
62 C -3.647 4.119 -0.045
63 C -2.873 5.267 0.044
64 C -1.580 5.183 0.544
65 C -1.092 3.947 0.912
66 N -1.823 2.823 0.808
67 H -4.666 4.149 -0.403
68 H -3.282 6.219 -0.269
69 H -0.964 6.063 0.656
70 H -0.096 3.837 1.322

Record 7
A single C16H18N2O2S molecule, computed with wB97M-V/def2-TZVPD.

Properties
Relative energy (zero: lowest compared OMol25 entry of this formula, charge and spin) = 311.18 kcal/mol
Strongest force on any atom = 0.3523 Eh/bohr
SMILES string = CCOc1ccccc1[C@H]1CC(=O)NC(SCC)=C1C#N
Net charge = 0

CARTESIAN COORDINATES (ANGSTROEM)
1 C 3.422 -2.083 -1.573
2 C 2.443 -0.904 -1.942
3 H 1.873 -1.144 -2.830
4 O 1.527 -0.735 -0.999
5 C 1.882 -0.190 0.037
6 C 3.201 0.351 0.625
7 C 3.441 1.000 1.944
8 C 2.296 0.785 2.719
9 C 1.082 0.312 2.384
10 C 0.791 -0.131 1.149
11 C -0.518 -0.803 0.917
12 C -1.349 0.357 0.372
13 C -2.755 0.350 0.068
14 N -3.311 -0.987 0.698
15 C -2.624 -1.973 1.265
16 O -3.092 -2.849 1.721
17 C -1.263 -1.324 1.767
18 H -1.351 -0.808 2.778
19 H -0.807 -2.478 2.108
20 H -4.216 -1.099 0.493
21 S -3.981 1.343 -0.310
22 C -3.159 2.437 -1.368
23 C -2.752 1.532 -2.585
24 H -1.852 1.024 -2.207
25 H -2.415 1.949 -3.564
26 H -3.611 0.933 -3.105
27 H -2.465 3.177 -1.240
28 H -4.155 2.922 -1.803
29 C -0.715 1.824 0.205
30 N -0.280 2.812 -0.015
31 H -0.438 -1.401 -0.089
32 H 0.252 0.408 3.027
33 H 2.396 1.309 3.810
34 H 4.346 1.262 2.061
35 H 4.004 0.278 -0.087
36 H 3.122 -0.141 -1.864
37 H 2.821 -3.155 -1.703
38 H 4.002 -1.872 -0.474
39 H 4.208 -2.292 -2.387